# C21H36CoP2Se

C21H36CoP2Se as an isolated structure at a distorted geometry (ωB97M-V/def2-TZVPD, the Open Molecules 2025 dataset).

Element x y z (Å)
P  -2.5451  4.3819  -3.5299
P  -4.9125  2.4156  -2.7611
C  -4.1620  4.5222  -4.4811
C  -5.3298  4.0380  -3.6399
H  -4.0515  3.9588  -5.4276
H  -4.2970  5.5874  -4.7272
H  -5.6392  4.7753  -2.8741
H  -6.1970  3.8498  -4.2917
C  -5.4534  1.3706  -4.1831
H  -5.5341  0.3261  -3.8597
H  -4.7306  1.4431  -5.0054
H  -6.4360  1.7178  -4.5378
C  -6.4882  2.4740  -1.8294
H  -7.3265  2.5810  -2.5357
H  -6.4750  3.3411  -1.1576
H  -6.6115  1.5558  -1.2484
C  -1.5477  4.8617  -4.9766
H  -0.5010  4.9712  -4.6788
H  -1.9356  5.8164  -5.3634
H  -1.6448  4.0848  -5.7445
C  -2.7259  6.0066  -2.6941
H  -3.5240  5.9670  -1.9425
H  -2.9816  6.7627  -3.4521
H  -1.7815  6.2810  -2.2088
Co  -0.2036  0.3655  -0.2931
C  -2.4531  0.4739  -0.0847
C  -2.1526  -0.2155  -1.2521
C  -2.0495  0.3139  -2.6639
C  -0.6268  0.7745  -3.0900
C  0.1870  1.4081  -1.9985
C  -0.2640  2.2841  -0.9818
C  -1.6568  2.8225  -0.7571
C  -2.5906  1.9530  0.1219
C  1.6394  0.4771  0.3802
H  -2.8124  -0.1303  0.7657
H  -2.1592  -1.3162  -1.1848
H  -2.7813  1.1251  -2.8375
H  -2.3730  -0.5001  -3.3451
H  -0.0879  -0.1125  -3.4734
H  -0.6569  1.4626  -3.9505
H  1.2674  1.4689  -2.1908
H  0.5327  2.8728  -0.5040
H  -2.1558  3.0193  -1.7239
H  -1.5364  3.8120  -0.2789
H  -2.3418  2.1832  1.1705
H  -3.6479  2.2688  0.0215
H  1.6826  0.5391  1.4659
H  2.0859  1.3725  -0.0534
H  2.2264  -0.3895  0.0761
Se  -0.2434  -1.5907  1.0682
C  1.3672  -2.3255  1.7200
C  2.1428  -3.1836  0.9113
C  3.3536  -3.6868  1.3904
C  3.7941  -3.3634  2.6835
C  2.9967  -2.5540  3.5100
C  1.7800  -2.0574  3.0447
H  1.7672  -3.4483  -0.0782
H  3.9481  -4.3471  0.7598
H  4.7396  -3.7630  3.0576
H  3.3164  -2.3271  4.5264
H  1.1257  -1.4635  3.6857

## Properties
2S+1 = 4
M = 488.36 g mol⁻¹
HOMO (spin up / spin down) = -5.50 / -7.16 eV

Results of the natural (NBO) charge analysis, in e, for atoms 1 through 8:
1 P 0.814
2 P 0.792
3 C -0.697
4 C -0.692
5 H 0.220
6 H 0.215
7 H 0.219
8 H 0.216


# C21H36F3NO2S

A 2-piece molecular cluster, C21H36F3NO2S overall at a distorted geometry (ωB97M-V/def2-TZVPD, the Open Molecules 2025 dataset).

Element x y z (Å)
C  -0.4763  0.0665  4.0253
C  -2.0292  0.1355  4.1747
C  -2.7640  -0.3768  2.9151
C  -2.2266  -1.7622  2.4308
C  -1.6013  -1.6587  1.0053
C  -0.4240  -2.6817  0.8927
N  0.9136  -2.0100  0.9928
C  1.9746  -3.0416  1.3259
C  2.5118  -2.9185  2.7625
C  3.6955  -1.9426  2.9714
S  5.0557  -2.0689  1.7643
C  1.2206  -1.2032  -0.2366
C  2.5487  -0.4257  -0.1132
C  2.4956  0.9017  -0.8585
C  3.6993  1.4228  -1.3197
C  3.7791  2.6211  -1.9711
C  2.6047  3.3507  -2.1681
C  1.4105  2.8390  -1.7410
C  1.3286  1.6002  -1.0596
H  -0.0020  0.8784  4.5795
H  -0.1320  -0.9152  4.3843
H  -0.2503  0.1076  2.9475
H  -2.2683  1.2041  4.2771
H  -2.3809  -0.3589  5.0881
H  -3.8267  -0.4808  3.1731
H  -2.7143  0.3684  2.1102
H  -1.5286  -2.1865  3.1651
H  -3.0962  -2.4316  2.4082
H  -1.2959  -0.6346  0.7749
H  -2.3700  -2.0284  0.3188
H  -0.5663  -3.3924  1.7132
H  -0.4581  -3.2218  -0.0612
H  0.8546  -1.3492  1.7742
H  2.7484  -3.0946  0.5546
H  1.4520  -4.0045  1.2730
H  1.6793  -2.5369  3.3806
H  2.7962  -3.8988  3.1555
H  3.3616  -0.8985  3.0177
H  4.1367  -2.1405  3.9564
H  5.2054  -3.3847  1.4952
H  1.2382  -1.9243  -1.0634
H  0.3767  -0.5328  -0.4046
H  2.7107  -0.2008  0.9529
H  3.3439  -1.0393  -0.5403
H  4.6229  0.8659  -1.1414
H  4.7650  2.9606  -2.2821
H  2.6893  4.3148  -2.6647
H  0.5293  3.4523  -1.9238
H  0.3838  1.2051  -0.6963
C  -4.1130  3.3647  -4.7486
C  -3.0301  2.5137  -5.4021
O  -1.9159  2.2504  -4.5816
C  -2.0058  1.1539  -3.6106
O  -2.3940  0.0508  -4.1666
C  -2.8290  1.5284  -2.3340
F  -2.6109  2.8171  -1.9408
F  -2.4403  0.7627  -1.2675
F  -4.1575  1.3932  -2.4338
H  -3.6747  4.1563  -4.1389
H  -4.7501  3.8166  -5.5143
H  -4.7608  2.7678  -4.1105
H  -2.6275  3.0884  -6.2431
H  -3.4465  1.5977  -5.8317
H  -0.9650  1.1884  -3.1911

## Properties
M = 423.59 g mol⁻¹
HOMO = -5.78 eV

Results of the natural (NBO) charge analysis, in e, for atoms 1 through 8:
1 C -0.614
2 C -0.394
3 C -0.402
4 C -0.417
5 C -0.425
6 C -0.217
7 N -0.366
8 C -0.228


# C21H36IO6P

One molecule with the formula C21H36IO6P (ωB97M-V/def2-TZVPD, the Open Molecules 2025 dataset).

Element x y z (Å)
C  5.0529  1.9930  2.2894
C  5.5749  1.1746  1.1204
C  5.8883  -0.3015  1.3892
I  4.9113  -1.1757  3.1142
O  5.7455  -1.0728  0.1924
P  4.3088  -1.4839  -0.3230
O  3.2151  -0.5457  -0.0491
O  4.5434  -1.6647  -1.8854
O  4.1425  -2.9478  0.2269
C  2.9038  -3.5930  -0.1177
C  1.8796  -3.3681  0.9713
O  0.7476  -4.1217  0.6101
C  -0.0191  -4.5804  1.6924
C  -0.9866  -3.5323  2.1940
O  -1.9241  -3.1999  1.1725
C  -1.9523  -1.8599  0.8548
C  -0.9642  -1.2882  0.0553
C  -1.0072  0.0756  -0.2446
C  -2.0259  0.9123  0.2183
C  -2.1277  2.4081  -0.1015
C  -0.7524  3.0357  -0.4185
C  -2.6081  3.1408  1.1781
C  -3.1806  2.7324  -1.1962
C  -3.3766  1.7636  -2.3781
C  -4.2315  0.5377  -1.9917
C  -2.0596  1.3424  -3.0592
C  -4.2073  2.5412  -3.4442
C  -3.0111  0.3114  1.0200
C  -2.9784  -1.0506  1.3294
H  5.6840  1.9009  3.1658
H  5.0640  3.0426  2.0004
H  4.0260  1.7449  2.5240
H  6.5098  1.6238  0.7961
H  4.8650  1.2437  0.3053
H  6.9345  -0.3870  1.6370
H  3.9282  -1.0677  -2.3272
H  3.1054  -4.6564  -0.1842
H  2.5393  -3.2768  -1.0908
H  2.3143  -3.6931  1.9175
H  1.6570  -2.3034  1.0400
H  -0.5927  -5.4511  1.3843
H  0.6112  -4.9083  2.5215
H  -1.4998  -3.9004  3.0808
H  -0.4250  -2.6382  2.4665
H  -0.1757  -1.9116  -0.3322
H  -0.2262  0.4757  -0.8669
H  -0.3228  3.4250  0.5009
H  -0.0330  2.3332  -0.8171
H  -0.8671  3.8860  -1.0808
H  -2.4872  4.2083  1.0042
H  -2.0261  2.8417  2.0419
H  -3.6653  2.9867  1.3673
H  -4.1428  2.8092  -0.6923
H  -2.9728  3.7150  -1.6097
H  -4.9300  0.2873  -2.7824
H  -4.7559  0.7058  -1.0581
H  -3.5908  -0.3288  -1.8373
H  -2.0308  0.2676  -3.2150
H  -1.9630  1.7888  -4.0444
H  -1.1713  1.6082  -2.5017
H  -3.8639  3.5617  -3.5682
H  -5.2525  2.5254  -3.1441
H  -4.1588  1.9872  -4.3777
H  -3.8396  0.8735  1.4174
H  -3.7464  -1.5024  1.9396

## Properties
SMILES string = CC[C@@H](I)O[P@@](=O)(O)OCCOCCOc1ccc(C(C)(C)CC(C)(C)C)cc1
M = 542.39 g mol⁻¹
HOMO = -8.60 eV

Results of the natural (NBO) charge analysis, in e, for atoms 1 through 8:
1 C -0.610
2 C -0.460
3 C 0.028
4 I 0.061
5 O -0.809
6 P 2.559
7 O -1.122
8 O -0.985


# C21H36N4O2

C21H36N4O2 as an isolated structure at a distorted geometry (ωB97M-V/def2-TZVPD, the Open Molecules 2025 dataset).

Element x y z (Å)
C  -2.5307  -1.5804  -5.6045
H  -2.4024  -1.7900  -6.7475
H  -1.5981  -1.4324  -5.2504
H  -3.1180  -0.5355  -5.6022
C  -3.5676  -2.4784  -4.9646
N  -3.7133  -2.4820  -3.4641
C  -4.5570  -1.4396  -3.0366
C  -5.9249  -1.3276  -3.9388
H  -5.8554  -1.1289  -4.9733
H  -6.3841  -2.4517  -3.7463
H  -6.3944  -0.7143  -3.4988
H  -3.9766  -0.2367  -3.5282
H  -4.8657  -1.2662  -2.1159
C  -2.4451  -2.5824  -2.7631
C  -2.8834  -3.1327  -1.4330
H  -3.4286  -2.6921  -0.6439
H  -3.5343  -4.2168  -1.5334
C  -1.5719  -3.6719  -0.5417
N  -0.7773  -2.4623  -0.4181
C  0.3947  -2.1699  -0.9000
O  0.7944  -2.6545  -1.8429
C  1.1282  -0.9076  -0.4381
C  0.7919  0.1432  0.3316
C  1.8778  0.9896  0.3567
C  2.7050  0.8413  -0.9023
N  2.1054  -0.5630  -1.2298
H  2.3648  -1.1364  -1.7605
C  4.0100  1.2160  -1.3260
H  4.7986  0.5934  -0.6851
H  3.9503  2.1652  -0.8319
H  4.0141  1.2188  -2.3738
C  1.9405  2.4855  1.0111
O  2.4469  3.3435  0.4933
N  1.5543  2.3030  2.4211
H  1.3806  1.3830  2.7841
C  1.9952  3.2985  3.1433
C  0.4986  3.7733  3.9592
C  0.3173  2.2870  5.1421
C  1.4466  2.2859  5.9907
C  2.8568  1.9305  5.2671
C  2.9408  2.9007  4.2913
H  3.4135  3.8514  4.9459
H  3.9137  2.8401  3.7626
H  3.4180  1.8295  6.0402
H  2.6182  1.1295  4.6920
H  1.0242  1.4180  6.6131
H  1.4412  3.1241  6.6071
H  -0.8450  2.6856  5.6144
H  0.0495  1.6663  4.3848
H  0.8139  4.5925  4.6771
H  -0.2596  3.7983  3.2855
H  2.0996  4.2561  2.5880
C  -0.6150  0.3660  1.0025
H  -0.6340  -0.4337  2.0986
H  -0.6637  1.2340  1.6032
H  -1.3313  0.0127  0.6204
H  -1.2529  -1.7593  0.4380
H  -1.7635  -4.1914  0.3463
H  -0.8518  -4.2696  -1.3317
H  -2.1058  -1.8648  -2.4749
H  -1.8568  -3.0683  -3.2626
H  -2.8452  -3.6559  -5.0914
H  -4.3483  -2.6597  -5.5945

## Properties
M = 376.54 g mol⁻¹
HOMO = -7.79 eV

Results of the natural (NBO) charge analysis, in e, for atoms 1 through 8:
1 C -0.636
2 H 0.221
3 H 0.211
4 H 0.189
5 C -0.152
6 N -0.452
7 C -0.110
8 C -0.545


# C21H36NO24S2

A 8-piece molecular cluster, C21H36NO24S2 overall at a distorted geometry (ωB97M-V/def2-TZVPD, the Open Molecules 2025 dataset).

Element x y z (Å)
N  0.8628  0.4561  0.1676
O  1.1027  0.4688  1.3069
O  -0.3473  0.5138  -0.2269
O  1.6741  -0.0758  -0.5792
O  3.4846  -1.4471  4.9867
S  3.3880  -2.9001  4.7958
O  2.6083  -3.7463  5.5998
O  2.8274  -3.0298  3.2642
C  1.5834  -2.3575  3.0509
C  1.2694  -2.7052  1.4973
C  4.9888  -3.5400  4.7089
H  1.8588  -1.1542  2.9426
H  0.8269  -2.7413  3.6531
H  2.0564  -2.8567  0.8001
H  0.4947  -2.1086  0.9666
H  0.6420  -3.5769  1.2788
H  4.8491  -4.6015  5.0763
H  5.6134  -3.2563  5.4390
H  5.4282  -3.3798  3.7458
O  -4.8466  0.5444  -5.6320
S  -5.3563  1.7535  -5.0995
O  -6.6034  1.9089  -4.3777
O  -4.0946  2.4515  -4.1938
C  -3.9131  1.8413  -2.8653
C  -2.8197  2.4486  -1.9730
C  -5.4960  2.8883  -6.4457
H  -3.4563  0.8988  -2.9300
H  -4.8587  1.7159  -2.4551
H  -1.7711  2.3719  -2.4006
H  -2.7991  2.0259  -0.8882
H  -2.9784  3.4804  -1.8984
H  -5.6192  3.7856  -5.7926
H  -6.2094  2.6014  -6.8648
H  -4.5524  3.0074  -6.8899
C  -3.4713  -0.8283  -0.3573
C  -3.2368  -2.0258  0.5724
O  -4.2695  -2.9410  0.1982
C  -5.0036  -2.5286  -0.7832
O  -5.8801  -3.1942  -1.3639
O  -4.6144  -1.2450  -1.1458
H  -2.5621  -0.6303  -0.9613
H  -3.8753  0.0294  0.0859
H  -3.3536  -1.7480  1.5406
H  -2.2641  -2.2914  0.3520
C  2.9744  2.9592  2.3793
C  2.9664  2.0542  3.6665
O  2.2708  2.8082  4.5608
C  1.9944  4.0834  4.0835
O  1.4461  4.8816  4.7971
O  2.2431  4.1347  2.7120
H  2.7578  2.5808  1.3792
H  4.1362  3.4062  2.3264
H  4.0203  1.9372  3.8212
H  2.6086  1.0297  3.4529
C  0.9143  -2.4687  -4.0822
C  0.2385  -2.5850  -2.7841
O  -1.0087  -3.2213  -3.1682
C  -1.1422  -3.1015  -4.4328
O  -2.2345  -3.3578  -5.0391
O  -0.0586  -2.6892  -5.0386
H  1.7889  -3.2166  -4.2576
H  1.0911  -1.4845  -4.1968
H  -0.0322  -1.6572  -2.3391
H  0.7973  -3.2931  -1.9628
C  -1.7317  2.2764  2.5501
C  -1.8819  0.9517  3.1905
O  -3.3056  0.9643  3.2168
C  -3.8952  1.8637  2.5906
O  -5.0356  2.0632  2.3075
O  -2.9282  2.7145  2.1060
H  -0.9294  2.3344  1.7557
H  -1.4357  3.0411  3.2789
H  -1.4301  0.8370  4.3056
H  -1.6031  0.1201  2.4099
C  4.6537  0.9904  -1.0554
C  5.4093  -0.3397  -1.1614
O  6.5547  -0.0285  -1.8943
C  6.8093  1.3452  -1.7633
O  7.9062  1.8733  -2.0942
O  5.7238  1.9102  -1.2673
H  3.8577  1.0139  -0.3352
H  4.0611  1.0311  -2.0102
H  4.8175  -1.1179  -1.6830
H  5.3047  -0.9270  -0.2299

## Properties
M = 750.64 g mol⁻¹
HOMO = -6.97 eV
charge = -1

Results of the Löwdin charge analysis, in e, for atoms 1 through 8:
1 N -0.645
2 O -0.013
3 O -0.082
4 O -0.052
5 O -0.310
6 S 0.610
7 O -0.260
8 O -0.290


# C21H36P2PbTe

C21H36P2PbTe as an isolated structure at a distorted geometry (ωB97M-V/def2-TZVPD, the Open Molecules 2025 dataset).

Element x y z (Å)
P  1.3578  1.4375  0.4718
P  -0.5367  -1.7115  1.9379
C  -0.4755  1.0576  0.7293
C  -0.8278  0.1867  1.9726
H  -0.8192  0.5759  -0.1976
H  -1.0325  2.0027  0.7307
H  -0.1733  0.5255  2.7903
H  -1.8749  0.3735  2.2867
C  -1.5999  -2.1183  0.4835
H  -1.6329  -3.2005  0.2891
H  -1.1958  -1.6356  -0.4175
H  -2.6302  -1.7654  0.6533
C  -1.7133  -2.2180  3.2567
H  -2.7285  -2.1957  2.8257
H  -1.6544  -1.5067  4.0945
H  -1.4780  -3.2242  3.6204
C  1.8954  2.5389  -0.9737
H  2.9732  2.4462  -0.7319
H  1.5443  3.5736  -0.8754
H  1.8522  2.2485  -2.0407
C  1.3352  2.8432  1.6269
H  0.9469  2.5725  2.5978
H  0.7063  3.6099  1.1761
H  2.3818  3.1427  1.6733
Pb  -0.4611  0.4501  -2.5164
C  -2.9157  0.6555  -0.7675
C  -2.7216  -0.0882  -1.9176
C  -3.4019  0.4345  -3.1720
C  -2.8933  1.8481  -3.5042
C  -1.5555  2.2981  -2.8709
C  -1.5848  3.0100  -1.6321
C  -2.8479  3.2138  -0.8577
C  -3.6574  1.9319  -0.6627
C  2.0643  -0.0582  -2.1368
H  -2.6076  0.2613  0.1956
H  -2.5702  -1.1800  -1.8567
H  -4.5082  0.5076  -3.0561
H  -3.2160  -0.2703  -3.9903
H  -2.7191  1.9019  -4.5786
H  -3.6986  2.5721  -3.3243
H  -0.7985  2.6619  -3.6425
H  -0.8303  3.8029  -1.5085
H  -3.5537  3.9257  -1.3533
H  -2.6152  3.7277  0.1002
H  -4.0901  1.9718  0.3393
H  -4.4982  1.9614  -1.3549
H  2.3837  -0.3876  -1.1323
H  2.8114  0.6889  -2.4832
H  2.1258  -0.9353  -2.7938
Te  1.6888  -2.3282  0.6383
C  3.3174  -3.2538  1.4903
C  3.8305  -4.4178  0.8680
C  5.0976  -4.8919  1.2803
C  5.7786  -4.2176  2.3239
C  5.2396  -3.0928  2.9760
C  3.9653  -2.6248  2.5887
H  3.2385  -4.8614  0.0768
H  5.5421  -5.7647  0.7690
H  6.7574  -4.6170  2.6280
H  5.8186  -2.6127  3.7850
H  3.4650  -1.7819  3.0735

## Properties
M = 685.27 g mol⁻¹
HOMO (spin up / spin down) = -13.04 / -13.04 eV
charge = +2

Results of the Löwdin charge analysis, in e, for atoms 1 through 8:
1 P 0.848
2 P 0.733
3 C -0.469
4 C -0.338
5 H -0.057
6 H 0.071
7 H 0.075
8 H 0.102